C21H22N6O7S2Se2Te2V | ωB97M-V with the def2-TZVPD basis set

```
! wB97M-V def2-TZVPD RIJCOSX def2/J DEFGRID3
* xyz -2 2
V 0.78 -2.63 -0.96
O -2.01 -2.61 -2.23
C -1.25 -2.69 -1.08
O -0.75 -3.85 -0.73
C -1.79 -1.80 0.01
O -0.70 -1.19 0.71
C -0.52 0.18 0.39
C -0.11 0.33 -1.08
O -1.21 0.89 -1.87
O 0.40 -0.73 -1.60
H -1.72 -3.33 -2.80
H -2.48 -1.07 -0.42
H -2.33 -2.42 0.74
H -1.44 0.73 0.59
H 0.27 0.54 1.04
Se 2.47 -2.99 -6.20
Te 3.58 -2.70 -8.41
Te 2.97 -1.45 -3.93
Se 1.27 -3.18 -3.31
N -2.03 -2.94 5.44
C -1.04 -2.90 4.45
C -1.07 -3.78 3.37
C -0.07 -3.77 2.42
C 0.98 -2.87 2.53
C 1.04 -2.01 3.62
C 0.04 -2.02 4.57
S 2.32 -2.99 1.36
O 1.86 -4.03 0.42
O 3.51 -3.24 2.13
N 2.42 -1.79 0.31
C 2.85 -0.53 0.67
N 2.76 -0.11 1.94
C 3.17 1.13 2.19
C 3.66 1.97 1.21
C 3.73 1.42 -0.07
N 3.35 0.19 -0.34
H -2.92 -3.30 5.11
H -2.14 -2.08 5.94
H -1.90 -4.47 3.27
H -0.12 -4.44 1.57
H 1.87 -1.32 3.70
H 0.09 -1.34 5.41
H 3.09 1.46 3.22
H 3.95 2.99 1.42
H 4.11 2.00 -0.90
N 0.06 1.43 -3.85
C -0.49 1.87 -2.61
S 0.84 2.03 -1.34
N -1.33 2.99 -2.93
C -1.83 3.91 -2.02
C -2.05 5.23 -2.45
C -2.58 6.17 -1.59
C -2.90 5.84 -0.28
C -2.70 4.53 0.14
C -2.17 3.57 -0.71
H 0.70 0.65 -3.71
H -0.70 1.10 -4.44
H -1.02 3.40 -3.79
H -1.78 5.50 -3.46
H -2.73 7.19 -1.94
H -3.31 6.58 0.39
H -2.94 4.25 1.16
H -2.03 2.56 -0.38
*
```

E_tot ... -8748.077014 Eh
Expectation value of S² ... 0.885
HOMO-LUMO gap (alpha / beta) ... 4.46 / 4.47 eV
HOMO level (alpha / beta) ... -0.71 / -0.71 eV

In elementary charge units, the Löwdin charges are:
1. V 0.6263
2. O 0.0404
3. C -0.6525
4. O -0.1503
5. C -0.1006
6. O -0.1503
7. C -0.1354
8. C -0.7434
9. O -0.0870
10. O -0.2442
11. H 0.0900
12. H 0.1362
13. H 0.1321
14. H 0.1208
15. H 0.1111
16. Se -0.5747
17. Te -0.3263
18. Te 0.2500
19. Se -0.0141
20. N 0.0772
21. C -0.3294
22. C -0.0314
23. C -0.0584
24. C -0.2699
25. C -0.0614
26. C -0.0362
27. S 0.6278
28. O -0.3775
29. O -0.2821
30. N -0.1394
31. C -0.4473
32. N 0.1192
33. C -0.1442
34. C -0.0741
35. C -0.1848
36. N 0.1438
37. H 0.0769
38. H 0.0755
39. H 0.1098
40. H 0.1047
41. H 0.0890
42. H 0.1032
43. H 0.1024
44. H 0.0896
45. H 0.1049
46. N 0.0837
47. C -0.8226
48. S 0.9489
49. N 0.0776
50. C -0.2592
51. C -0.0429
52. C -0.1201
53. C -0.1325
54. C -0.0980
55. C -0.0268
56. H 0.0043
57. H 0.0950
58. H 0.1212
59. H 0.1036
60. H 0.0904
61. H 0.0841
62. H 0.0958
63. H 0.0814


C5H5ClS2 | ωB97M-V with the def2-TZVPD basis set

```
! wB97M-V def2-TZVPD RIJCOSX def2/J DEFGRID3
* xyz 0 1
C -0.21 2.03 1.39
C -0.02 1.21 0.50
C -0.07 0.23 -0.66
C 1.25 -0.39 -0.87
Cl 1.17 -1.87 -1.97
C -1.09 -0.78 -0.21
S -2.20 -1.43 -1.19
S -0.88 -1.45 1.44
H -0.27 2.43 2.44
H -0.50 0.61 -1.66
H 1.83 0.43 -1.45
H 1.59 -0.80 0.03
H -0.59 -0.21 2.23
*
```

E_tot ... -1449.960014 Eh
HOMO-LUMO gap ... 8.26 eV
HOMO level ... -8.93 eV

In elementary charge units, the Löwdin charges are:
1. C 0.0945
2. C -0.1456
3. C -0.5237
4. C -0.5175
5. Cl 0.5226
6. C -1.2057
7. S 0.7029
8. S 0.7131
9. H 0.0730
10. H 0.1554
11. H 0.1332
12. H 0.0393
13. H -0.0415


C3H12O3S | ωB97M-V with the def2-TZVPD basis set

```
! wB97M-V def2-TZVPD RIJCOSX def2/J DEFGRID3
* xyz 0 1
O 1.19 -0.77 0.47
C 1.30 -0.38 -0.89
C 0.26 0.68 -1.29
C -1.17 0.28 -0.95
S -2.30 1.71 -1.12
H 1.43 -0.03 1.06
H 2.29 0.06 -1.08
H 1.21 -1.28 -1.50
H 0.52 1.61 -0.77
H 0.37 0.86 -2.37
H -1.23 -0.14 0.04
H -1.55 -0.45 -1.64
H -2.62 1.89 0.17
O 0.64 1.23 2.48
H -0.01 1.88 2.19
H 0.79 1.41 3.41
O -0.68 -2.85 0.84
H -0.47 -3.54 0.21
H 0.03 -2.19 0.74
*
```

E_tot ... -745.396304 Eh
HOMO-LUMO gap ... 9.35 eV
HOMO level ... -9.03 eV

In elementary charge units, the Löwdin charges are:
1. O -0.1036
2. C -0.2545
3. C -0.2669
4. C -0.5630
5. S 0.6983
6. H 0.0721
7. H 0.1174
8. H 0.1198
9. H 0.0974
10. H 0.1137
11. H 0.0639
12. H 0.0619
13. H -0.1686
14. O -0.0374
15. H 0.0475
16. H 0.0554
17. O -0.0716
18. H 0.0272
19. H -0.0088


C4H4ClNO2S | ωB97M-V with the def2-TZVPD basis set

```
! wB97M-V def2-TZVPD RIJCOSX def2/J DEFGRID3
* xyz 0 3
C -1.71 1.20 -0.16
C 0.85 1.01 -0.40
C -0.33 -1.28 -0.47
C -0.46 0.92 0.39
N -2.65 1.52 -0.69
O 1.89 0.64 0.17
O -0.19 0.66 1.68
S 0.31 -1.93 0.97
Cl 0.82 1.33 -2.08
H -1.38 -1.38 -0.50
H 0.45 -1.21 -1.23
H 0.81 0.57 1.61
H 1.60 -2.03 0.72
*
```

E_tot ... -1218.259251 Eh
Expectation value of S² ... 2.014
HOMO-LUMO gap (alpha / beta) ... 6.82 / 7.75 eV
HOMO level (alpha / beta) ... -6.77 / -10.43 eV

In elementary charge units, the Löwdin charges are:
1. C -0.1964
2. C -0.8121
3. C -0.4722
4. C -0.3679
5. N 0.2166
6. O -0.0303
7. O 0.0132
8. S 0.8124
9. Cl 0.7951
10. H 0.0185
11. H 0.0250
12. H 0.1087
13. H -0.1107


What energy relative to the best compared isomer or geometry (same formula, charge and spin) values result from the calculations? In sequence: 109.9 241.2 11.4 0.0 kJ/mol.